Formula: C12H8N4PtS2Se6
Source: OMol25
Level of theory: ωB97M-V/def2-TZVPD

Properties
Energy relative to the best compared isomer or geometry (same formula, charge and spin) in eV: 2.896
Kohn-Sham gap in eV: 4.7149

Geometry as ORCA input:
```
! RIJCOSX wB97M-V def2-TZVPD def2/J DEFGRID3
* xyz 0 1
Pt 0.273 -0.314 -0.104
Se -2.185 -0.018 0.996
Se -1.807 2.034 1.860
Se 0.318 1.738 2.862
Se 1.719 1.445 1.087
Se -1.573 -1.238 -2.928
Se 0.417 -2.320 -3.365
C 0.762 -2.932 -1.576
C 1.927 -3.805 -1.398
C 2.310 -4.145 -0.169
C 1.565 -3.660 1.025
C 0.236 -2.962 0.723
N -0.014 -2.551 -0.645
C -0.890 0.557 -2.798
C -1.323 1.468 -3.743
C -0.868 2.774 -3.686
C 0.052 3.108 -2.712
C 0.451 2.145 -1.809
N -0.025 0.889 -1.820
H 2.463 -4.136 -2.279
H 3.192 -4.755 -0.011
H 1.520 -4.391 1.830
H -0.669 -3.403 1.141
H -2.032 1.146 -4.492
H -1.228 3.511 -4.392
H 0.449 4.110 -2.632
H 1.169 2.376 -1.038
S 3.453 -1.787 2.051
C 1.989 -2.277 1.544
N 0.715 -1.725 1.384
S -3.814 0.455 -1.166
C -3.414 2.040 -1.460
N -3.129 3.146 -1.675
*
```